# 1
{"formula": "C7H13N3O", "method": "ωB97M-V/def2-TZVPD", "elements": ["N", "C", "C", "O", "C", "N", "H", "H", "H", "H", "H", "H", "H", "H", "C", "C", "C", "N", "C", "H", "H", "H", "H", "H"], "coordinates": [[1.752, 2.208, -0.272], [1.549, 0.774, -0.253], [1.647, 0.026, 1.057], [0.769, -0.990, 1.326], [2.589, -0.330, -0.065], [2.268, -1.624, -0.621], [2.515, 2.508, 0.319], [1.973, 2.531, -1.210], [0.739, 0.471, -0.930], [1.984, 0.595, 1.926], [1.006, -1.692, 0.663], [3.650, -0.065, 0.007], [2.971, -2.341, -0.523], [1.934, -1.636, -1.575], [-3.468, -0.204, -0.922], [-3.849, 0.132, 0.430], [-2.681, 0.218, 1.134], [-1.634, -0.095, 0.324], [-2.118, -0.323, -0.931], [-4.114, -0.250, -1.790], [-4.836, 0.309, 0.839], [-2.500, 0.508, 2.160], [-0.686, -0.192, 0.675], [-1.459, -0.537, -1.769]], "largest_force_ha_per_bohr": 0.0246, "homo_ev": -7.830, "homo_lumo_gap_ha": 0.3125, "relative_energy_ev": 2.3565, "smiles": "N[C@@H]1C(O)[C@H]1N.c1cc[nH]c1", "lumo_ev": 0.674, "charge": 0}

# 2
{"formula": "C4H7BrSi", "method": "ωB97M-V/def2-TZVPD", "elements": ["C", "Si", "C", "C", "C", "Br", "H", "H", "H", "H", "H", "H", "H"], "coordinates": [[0.868, -1.608, 0.130], [1.461, 0.253, -0.301], [-0.137, 1.383, 0.014], [-1.637, 0.776, -0.125], [-2.789, 0.522, -0.087], [-4.508, -0.117, 0.015], [1.859, -2.148, 0.186], [0.236, -1.480, 1.012], [0.250, -2.259, -0.539], [1.878, 0.083, -1.649], [2.476, 0.785, 0.479], [0.045, 1.403, 1.122], [-0.002, 2.407, -0.259]], "largest_force_ha_per_bohr": 0.1203, "homo_ev": -9.526, "homo_lumo_gap_ha": 0.3781, "relative_energy_ev": 3.0962, "smiles": "C[SiH2]CC#CBr", "lumo_ev": 0.761, "charge": 0}

# 3
{"formula": "C9H18O9", "method": "ωB97M-V/def2-TZVPD", "elements": ["C", "O", "C", "O", "O", "C", "H", "H", "H", "H", "H", "H", "C", "O", "C", "O", "O", "C", "H", "H", "H", "H", "H", "H", "C", "O", "C", "O", "O", "C", "H", "H", "H", "H", "H", "H"], "coordinates": [[22.098, 46.694, 18.257], [22.729, 46.859, 16.922], [22.496, 46.089, 15.865], [21.682, 45.174, 15.825], [23.239, 46.458, 14.902], [23.023, 45.853, 13.659], [22.106, 47.688, 18.610], [22.478, 45.763, 18.837], [21.139, 46.640, 18.058], [23.620, 44.936, 13.650], [23.372, 46.618, 12.910], [22.079, 45.768, 13.293], [18.771, 47.023, 8.749], [18.642, 48.168, 9.517], [17.328, 48.604, 9.894], [16.326, 48.013, 9.541], [17.394, 49.625, 10.743], [16.400, 49.962, 11.647], [17.950, 46.939, 8.169], [19.375, 46.203, 9.243], [19.512, 47.379, 7.957], [16.405, 51.008, 11.876], [16.396, 49.519, 12.526], [15.404, 49.840, 11.255], [21.741, 47.973, 10.530], [21.773, 46.553, 10.765], [22.046, 45.814, 9.747], [21.962, 46.247, 8.569], [22.207, 44.477, 10.069], [22.427, 43.513, 9.046], [20.749, 48.228, 10.772], [21.900, 48.353, 9.559], [22.630, 48.418, 11.037], [22.583, 42.561, 9.294], [23.119, 43.702, 8.233], [21.280, 43.492, 8.589]], "largest_force_ha_per_bohr": 0.1472, "homo_ev": -10.385, "homo_lumo_gap_ha": 0.4046, "relative_energy_ev": 4.2212, "smiles": "COC(=O)OC.COC(=O)OC.COC(=O)OC", "lumo_ev": 0.625, "charge": 0}

# 4
{"formula": "C4H16N2O2", "method": "ωB97M-V/def2-TZVPD", "elements": ["N", "C", "C", "C", "C", "N", "H", "H", "H", "H", "H", "H", "H", "H", "H", "H", "H", "H", "O", "H", "H", "O", "H", "H"], "coordinates": [[-1.258, 1.067, -0.245], [-1.220, -0.432, -0.200], [-0.801, -0.860, 1.322], [0.771, -0.474, 1.454], [1.641, -1.144, 0.310], [1.257, -2.592, 0.206], [-1.718, 1.506, 0.520], [-0.361, 1.339, -0.300], [-2.309, -0.723, -0.408], [-0.851, -0.952, -1.161], [-1.480, -0.479, 2.056], [-0.747, -1.956, 1.171], [0.994, -0.759, 2.457], [0.903, 0.574, 1.483], [1.352, -0.787, -0.646], [2.583, -0.838, 0.761], [1.837, -3.416, 0.558], [0.731, -2.700, -0.677], [-2.243, 1.739, -2.971], [-2.779, 2.561, -2.499], [-2.041, 1.468, -2.062], [2.117, 2.401, -0.277], [1.214, 2.199, -0.380], [2.406, 3.259, -0.473]], "largest_force_ha_per_bohr": 0.1099, "homo_ev": -8.811, "homo_lumo_gap_ha": 0.3489, "relative_energy_ev": 3.0608, "smiles": "NCCCCN.O.O", "lumo_ev": 0.682, "charge": 0}

# 5
{"formula": "C16H28O4", "method": "ωB97M-V/def2-TZVPD", "elements": ["C", "C", "C", "C", "C", "C", "H", "H", "H", "H", "H", "H", "C", "C", "C", "C", "C", "C", "H", "H", "H", "H", "H", "H", "C", "O", "H", "H", "H", "H", "C", "O", "H", "H", "H", "H", "C", "O", "H", "H", "H", "H", "C", "O", "H", "H", "H", "H"], "coordinates": [[-17.476, -15.984, -0.431], [-16.099, -15.962, -0.280], [-15.454, -15.954, 0.954], [-16.234, -15.896, 2.113], [-17.643, -15.887, 1.953], [-18.284, -15.993, 0.721], [-17.882, -15.998, -1.426], [-15.512, -16.009, -1.212], [-14.427, -16.141, 0.964], [-15.801, -15.859, 3.116], [-18.117, -15.808, 2.885], [-19.355, -16.019, 0.689], [-10.481, -9.393, 3.007], [-11.024, -8.199, 2.542], [-10.843, -7.878, 1.221], [-10.237, -8.765, 0.322], [-9.948, -10.061, 0.730], [-9.979, -10.333, 2.110], [-10.515, -9.743, 4.045], [-11.531, -7.481, 3.210], [-11.148, -6.923, 0.843], [-10.042, -8.498, -0.709], [-9.628, -10.870, 0.087], [-9.742, -11.276, 2.565], [-13.344, -9.044, -1.488], [-14.606, -9.553, -1.845], [-12.950, -9.552, -0.640], [-12.622, -9.191, -2.274], [-13.391, -7.999, -1.233], [-14.850, -9.112, -2.657], [-13.723, -12.968, 3.145], [-14.510, -13.021, 1.916], [-12.732, -12.604, 2.887], [-14.205, -12.233, 3.781], [-13.640, -13.985, 3.549], [-15.265, -13.580, 2.140], [-11.709, -15.242, 1.255], [-11.039, -14.031, 1.015], [-12.774, -15.010, 1.480], [-11.729, -15.889, 0.372], [-11.330, -15.878, 2.030], [-11.475, -13.629, 0.271], [-12.986, -12.671, -2.348], [-12.640, -12.780, -0.942], [-12.037, -12.657, -2.961], [-13.608, -13.492, -2.731], [-13.447, -11.748, -2.619], [-13.431, -12.513, -0.492]], "largest_force_ha_per_bohr": 0.0414, "homo_ev": -9.169, "homo_lumo_gap_ha": 0.3633, "smiles": "c1ccccc1.c1ccccc1.CO.CO.CO.CO", "lumo_ev": 0.718, "charge": 0}

# 6
{"formula": "C23H48B2FN2O9", "method": "ωB97M-V/def2-TZVPD", "elements": ["C", "C", "N", "C", "C", "C", "C", "C", "O", "C", "C", "O", "C", "C", "O", "C", "C", "B", "O", "O", "C", "C", "C", "C", "C", "C", "C", "O", "N", "F", "C", "O", "B", "O", "O", "C", "C", "H", "H", "H", "H", "H", "H", "H", "H", "H", "H", "H", "H", "H", "H", "H", "H", "H", "H", "H", "H", "H", "H", "H", "H", "H", "H", "H", "H", "H", "H", "H", "H", "H", "H", "H", "H", "H", "H", "H", "H", "H", "H", "H", "H", "H", "H", "H", "H"], "coordinates": [[4.149, -1.112, 2.252], [2.608, -0.600, 2.657], [1.644, -1.247, 1.734], [0.909, -0.394, 0.739], [1.561, 1.041, 0.295], [3.135, 1.056, -0.131], [3.432, 2.315, -1.176], [3.772, 3.622, -0.207], [3.767, 4.903, -0.932], [2.497, 5.594, -0.643], [1.389, 5.645, -1.893], [2.225, 6.149, 0.541], [-0.753, -0.434, 1.068], [-1.043, -0.026, 2.666], [-0.079, 0.998, 3.192], [-0.542, 1.536, 4.480], [-1.525, 0.642, 0.047], [-1.777, 2.155, 0.618], [-0.994, 3.295, 0.089], [-2.814, 2.492, 1.656], [-1.378, -1.934, 0.640], [-0.960, -3.321, 1.345], [-1.363, -3.544, 2.928], [-3.022, -2.139, 0.635], [-3.660, -2.186, -0.912], [-5.268, -1.861, -0.823], [-6.164, -3.124, -1.395], [-6.813, -2.640, -2.642], [-0.633, -2.059, -0.707], [-0.351, -3.279, -1.205], [0.789, -1.485, -0.528], [1.893, -2.404, -0.212], [1.134, -1.066, -2.063], [1.800, -2.120, -2.911], [0.888, 0.218, -2.742], [1.789, 0.447, -3.879], [1.169, -0.100, -5.334], [4.368, -2.200, 2.695], [4.280, -1.201, 1.081], [4.950, -0.378, 2.693], [2.534, 0.552, 2.818], [2.452, -1.068, 3.747], [1.037, -1.822, 2.349], [0.999, 1.623, -0.549], [1.485, 1.745, 1.258], [3.754, 1.317, 0.853], [3.522, 0.029, -0.554], [2.503, 2.503, -1.865], [4.418, 2.068, -1.800], [4.811, 3.398, 0.290], [2.972, 3.588, 0.668], [1.661, 6.617, -2.511], [0.285, 5.667, -1.470], [1.615, 4.699, -2.554], [-0.813, -0.937, 3.404], [-2.163, 0.246, 2.874], [-0.082, 2.631, 4.592], [-1.706, 1.612, 4.576], [-0.031, 0.904, 5.346], [-0.935, 0.782, -0.982], [-2.589, 0.306, -0.302], [-0.958, 3.127, -0.912], [-3.068, 3.467, 1.485], [0.174, -3.638, 1.272], [-1.554, -4.207, 0.803], [-1.600, -4.691, 3.153], [-2.368, -2.971, 3.219], [-0.551, -3.148, 3.690], [-3.515, -1.225, 1.216], [-3.404, -3.117, 1.136], [-3.192, -1.334, -1.606], [-3.399, -3.202, -1.458], [-5.519, -1.759, 0.339], [-5.545, -0.841, -1.347], [-6.963, -3.422, -0.590], [-5.473, -4.069, -1.582], [-6.085, -2.117, -3.130], [-1.024, -1.567, -1.538], [2.786, -2.048, -0.501], [2.799, -1.981, -2.872], [2.903, 0.104, -3.706], [1.846, 1.631, -4.019], [1.983, -0.101, -6.194], [0.751, -1.195, -5.145], [0.236, 0.589, -5.616]], "largest_force_ha_per_bohr": 0.1698, "homo_ev": -11.466, "homo_lumo_gap_ha": 0.3153, "smiles": "CCN[C@]1(CCCCOC(C)=O)[C@@](COC)(CB(O)O)[C@@](CC)(CCCCO)[N@H+](F)[C@@]1(O)B(O)OCC", "lumo_ev": -2.888, "charge": 1}

# 7
{"formula": "C16H41BrN3O5", "method": "ωB97M-V/def2-TZVPD", "elements": ["Br", "C", "O", "C", "C", "N", "C", "C", "O", "C", "H", "H", "H", "H", "H", "H", "H", "H", "H", "H", "H", "H", "H", "H", "H", "C", "O", "C", "C", "N", "C", "C", "O", "C", "H", "H", "H", "H", "H", "H", "H", "H", "H", "H", "H", "H", "H", "H", "H", "C", "C", "C", "O", "C", "N", "H", "H", "H", "H", "H", "H", "H", "H", "H", "H", "H"], "coordinates": [[-1.695, -0.914, -0.010], [0.697, -3.788, 1.135], [0.141, -3.981, -0.139], [1.031, -3.916, -1.204], [0.254, -4.195, -2.481], [-0.927, -3.355, -2.546], [-1.639, -3.489, -3.785], [-2.732, -2.442, -3.871], [-3.534, -2.579, -2.734], [-4.373, -1.488, -2.465], [0.409, -2.779, 1.483], [1.790, -3.822, 1.189], [0.205, -4.477, 1.822], [1.845, -4.647, -1.102], [1.434, -2.889, -1.275], [-0.150, -5.218, -2.431], [0.933, -4.133, -3.354], [-0.686, -2.393, -2.314], [-2.189, -4.441, -3.753], [-0.984, -3.423, -4.670], [-3.351, -2.622, -4.765], [-2.327, -1.421, -3.895], [-4.342, -1.329, -1.387], [-5.393, -1.663, -2.836], [-4.021, -0.570, -2.952], [-0.492, 3.566, -2.354], [0.571, 2.918, -1.726], [0.510, 1.523, -1.924], [1.655, 0.884, -1.191], [1.457, 0.969, 0.242], [2.608, 0.436, 0.967], [3.726, 1.416, 1.220], [3.229, 2.714, 1.525], [4.223, 3.574, 1.929], [-1.455, 3.237, -1.934], [-0.476, 3.391, -3.437], [-0.413, 4.630, -2.122], [0.606, 1.307, -3.001], [-0.447, 1.158, -1.539], [2.527, 1.495, -1.442], [1.727, -0.162, -1.533], [0.697, 0.336, 0.493], [3.052, -0.452, 0.474], [2.241, 0.088, 1.940], [4.389, 1.507, 0.335], [4.369, 1.012, 2.018], [3.805, 4.369, 2.553], [4.742, 4.033, 1.070], [5.011, 3.117, 2.552], [-3.185, 1.429, 3.236], [-1.888, 2.201, 2.873], [-0.687, 1.457, 3.392], [0.489, 2.202, 3.199], [1.567, 1.717, 3.949], [-1.764, 2.330, 1.394], [-3.192, 1.096, 4.286], [-3.277, 0.524, 2.632], [-4.050, 2.066, 3.053], [-1.973, 3.213, 3.278], [-0.643, 0.472, 2.904], [-0.863, 1.283, 4.468], [1.311, 1.598, 5.014], [2.368, 2.458, 3.915], [1.912, 0.753, 3.557], [-1.763, 1.365, 1.042], [-2.619, 2.742, 1.030]], "largest_force_ha_per_bohr": 0.0333, "homo_ev": -4.476, "homo_lumo_gap_ha": 0.2724, "relative_energy_ev": 0.0000, "lumo_ev": 2.937, "charge": -1}

# 8
{"formula": "C22H41BrIrNP3S", "method": "ωB97M-V/def2-TZVPD", "elements": ["Ir", "P", "P", "P", "H", "C", "C", "H", "C", "C", "C", "C", "C", "C", "C", "C", "C", "H", "H", "H", "H", "H", "H", "H", "H", "H", "H", "H", "H", "H", "H", "H", "H", "H", "H", "H", "H", "H", "H", "H", "H", "H", "H", "H", "H", "H", "C", "C", "C", "C", "C", "C", "S", "H", "H", "H", "H", "H", "H", "Br", "C", "C", "C", "C", "N", "C", "H", "H", "H", "H"], "coordinates": [[1.493, -0.211, -0.104], [1.645, -1.821, -1.572], [1.317, 1.512, -1.639], [0.240, -1.408, 1.441], [-2.538, 3.028, -1.052], [-2.892, 2.839, -0.036], [-2.352, 3.463, 1.026], [-1.548, 4.191, 0.913], [0.086, -2.185, -2.461], [2.877, -1.566, -2.897], [2.183, -3.420, -0.867], [0.596, 3.100, -1.090], [3.025, 1.968, -2.122], [0.416, 1.174, -3.195], [-0.788, -0.487, 2.643], [1.489, -2.227, 2.507], [-0.853, -2.767, 0.882], [-3.809, 2.254, 0.070], [-2.757, 3.307, 2.029], [-0.121, -3.263, -2.422], [0.188, -1.886, -3.512], [-0.754, -1.633, -2.019], [3.216, -2.550, -3.246], [3.743, -1.023, -2.502], [2.461, -1.012, -3.746], [2.785, -3.945, -1.621], [1.333, -4.052, -0.587], [2.808, -3.250, 0.016], [0.489, 3.756, -1.967], [1.274, 3.586, -0.376], [-0.391, 2.986, -0.622], [3.029, 2.434, -3.116], [3.674, 1.087, -2.128], [3.414, 2.684, -1.387], [0.303, 2.122, -3.739], [-0.584, 0.778, -2.972], [0.958, 0.465, -3.833], [-1.555, -1.158, 3.055], [-1.298, 0.358, 2.162], [-0.162, -0.112, 3.462], [1.153, -3.241, 2.758], [1.600, -1.642, 3.427], [2.459, -2.274, 1.999], [-1.903, -2.447, 0.921], [-0.706, -3.628, 1.549], [-0.632, -3.071, -0.147], [-3.256, -0.512, -0.353], [-3.681, -1.328, -1.434], [-4.794, -2.145, -1.287], [-5.532, -2.124, -0.095], [-5.158, -1.274, 0.954], [-4.040, -0.458, 0.826], [-1.815, 0.382, -0.485], [3.067, -0.614, -0.055], [-3.107, -1.287, -2.359], [-5.089, -2.803, -2.105], [-6.407, -2.766, 0.011], [-5.733, -1.240, 1.880], [-3.740, 0.235, 1.610], [-0.120, 4.020, 3.667], [1.286, 2.933, 2.963], [2.568, 3.017, 3.494], [3.536, 2.166, 2.963], [3.194, 1.276, 1.944], [1.951, 1.210, 1.436], [0.999, 2.039, 1.923], [2.776, 3.722, 4.291], [4.561, 2.160, 3.319], [3.928, 0.589, 1.515], [-0.003, 1.988, 1.493]], "largest_force_ha_per_bohr": 0.0524, "homo_ev": [-18.749, -20.834], "homo_lumo_gap_ha": [0.2398, 0.1546], "relative_energy_ev": 0.1575, "spin_multiplicity": 6, "lumo_ev": [-12.225, -16.626], "charge": 4}